No. 1
{
  "formula": "C17H26N4O4S",
  "method": "ωB97M-V/def2-TZVPD",
  "elements": ["C", "C", "O", "C", "C", "C", "C", "C", "C", "H", "H", "N", "S", "O", "O", "C", "H", "H", "H", "C", "C", "O", "N", "N", "C", "C", "H", "H", "C", "N", "C", "H", "H", "H", "C", "H", "C", "H", "H", "H", "H", "H", "H", "H", "H", "H", "H", "H", "H", "H", "H", "H"],
  "positions_angstrom": [[3.7006, -0.8555, 7.4217], [3.3099, -1.5577, 6.1304], [2.6662, -0.6089, 5.3041], [2.2154, -1.0027, 4.0802], [1.5812, -0.0242, 3.3166], [1.0912, -0.3084, 2.0593], [1.2134, -1.5905, 1.5235], [1.8375, -2.5690, 2.2921], [2.3381, -2.2823, 3.5498], [2.8141, -3.0733, 4.1073], [1.9190, -3.5689, 1.8995], [0.7091, -1.9301, 0.2625], [1.6008, -2.9756, -0.7154], [1.0548, -2.8599, -2.0355], [1.5955, -4.2840, -0.1281], [3.2987, -2.3589, -0.6947], [3.2644, -1.3161, -0.9823], [3.8540, -2.9501, -1.4108], [3.6923, -2.4852, 0.3044], [-0.1467, -1.0191, -0.4478], [0.6044, 0.1275, -1.1017], [1.8128, 0.2488, -1.1034], [-0.1870, 1.0344, -1.7257], [-1.5344, 0.9146, -1.7298], [-2.2941, 1.7025, -2.3761], [-3.7612, 1.4267, -2.3283], [-4.2888, 2.2825, -1.9013], [-3.9553, 0.5488, -1.7152], [-4.2653, 1.1965, -3.7739], [-3.9433, 2.2822, -4.6674], [-4.7565, 3.4648, -4.4909], [-4.5104, 4.1791, -5.2755], [-4.6275, 3.9610, -3.5184], [-5.8041, 3.1869, -4.5966], [-2.5249, 2.5314, -4.6898], [-2.0351, 1.6396, -5.0932], [-1.9261, 2.8321, -3.2907], [-2.3581, 3.7620, -2.9129], [-0.8488, 2.9726, -3.3863], [-2.3222, 3.3674, -5.3626], [-3.7968, 0.2892, -4.1656], [-5.3469, 1.0504, -3.7693], [0.2848, 1.7870, -2.2280], [-0.6228, -1.5882, -1.2499], [-0.9290, -0.6357, 0.2106], [0.6217, 0.4817, 1.4962], [1.4863, 0.9672, 3.7307], [4.2047, -1.9517, 5.6281], [2.6308, -2.3949, 6.3448], [4.3682, -0.0262, 7.2049], [2.8141, -0.4659, 7.9143], [4.2015, -1.5539, 8.0861]],
  "smiles": "CCOc1ccc(N(CC(=O)NN=C2CCN(C)CC2)S(C)(=O)=O)cc1"
}


No. 2
{
  "formula": "C4H8ClNSi",
  "method": "ωB97M-V/def2-TZVPD",
  "elements": ["C", "C", "C", "C", "N", "Si", "Cl", "H", "H", "H", "H", "H", "H", "H", "H"],
  "positions_angstrom": [[1.4140, 1.0221, 0.2599], [0.7956, -1.9881, 0.4375], [-1.1735, 0.1033, 1.8183], [-0.4213, 1.5838, -2.3368], [2.2533, 1.7733, -0.0153], [0.2138, -0.2590, 0.6882], [-0.7987, 0.2256, -3.4843], [-0.1721, -2.5749, 0.1510], [1.4989, -1.9618, -0.3776], [1.2562, -2.3508, 1.4077], [-2.1528, 0.2391, 1.3297], [-1.2643, -0.7617, 2.5280], [-1.1006, 0.8882, 2.5096], [0.6168, 1.6113, -2.2416], [-0.9653, 2.4495, -2.6744]]
}


No. 3
{
  "formula": "C4H9O",
  "method": "ωB97M-V/def2-TZVPD",
  "elements": ["C", "O", "C", "C", "C", "H", "H", "H", "H", "H", "H", "H", "H", "H"],
  "positions_angstrom": [[-1.3041, 0.3836, 0.9060], [-1.2126, 1.4224, 1.7975], [-0.0125, -0.4937, 0.8789], [1.0414, -0.1220, -0.1534], [0.5074, 0.0066, -1.6136], [-2.1211, -0.3560, 1.2254], [-1.6210, 0.7109, -0.0819], [-0.1770, -1.5810, 0.9231], [0.3253, -0.3132, 1.9120], [1.9547, -0.7343, -0.1762], [1.6026, 0.7855, 0.1390], [-0.1635, -0.8257, -1.7822], [1.2853, 0.2047, -2.3437], [-0.1047, 0.9125, -1.6310]],
  "spin_multiplicity": 2,
  "charge": -2,
  "s_squared": 0.75
}


No. 4
{
  "formula": "C18H20ClNO4",
  "method": "ωB97M-V/def2-TZVPD",
  "elements": ["C", "C", "C", "N", "C", "O", "C", "C", "C", "C", "O", "C", "H", "O", "C", "C", "C", "C", "C", "C", "Cl", "H", "H", "H", "H", "H", "H", "H", "C", "H", "H", "C", "C", "H", "H", "H", "O", "H", "H", "H", "H", "H", "H", "H"],
  "positions_angstrom": [[-3.3418, 1.8630, -4.5108], [-2.7980, 1.5128, -3.1344], [-1.7667, 0.3775, -3.2069], [-1.2079, 0.1447, -1.8887], [-1.4899, -1.0252, -1.2643], [-2.1092, -1.9135, -1.8346], [-1.0155, -1.2881, 0.1068], [-1.1109, -2.5013, 0.7424], [-0.5644, -2.3304, 2.0301], [-0.1723, -1.0251, 2.1042], [-0.4372, -0.3872, 0.9444], [0.4802, -0.2503, 3.2067], [0.8924, 0.6850, 2.8034], [1.4630, -0.9947, 3.8874], [2.5826, -1.3811, 3.2149], [2.8909, -1.0549, 1.9002], [4.0707, -1.4997, 1.3254], [4.9592, -2.2727, 2.0477], [4.6683, -2.6068, 3.3605], [3.4926, -2.1656, 3.9348], [3.1162, -2.5751, 5.5674], [5.3472, -3.2093, 3.9426], [5.8759, -2.6179, 1.5965], [4.2886, -1.2353, 0.3019], [2.2173, -0.4546, 1.3107], [-0.2523, -0.0019, 3.9832], [-0.4679, -3.0678, 2.7998], [-1.5254, -3.3918, 0.3184], [-0.6127, 1.3428, -1.3477], [-0.2093, 1.1723, -0.3553], [0.1973, 1.6564, -2.0182], [-1.6712, 2.4609, -1.3017], [-1.0752, 3.7729, -0.8130], [-0.6954, 3.6604, 0.1984], [-1.8379, 4.5459, -0.8261], [-0.2663, 4.0773, -1.4714], [-2.2035, 2.6784, -2.5909], [-2.4830, 2.1375, -0.6245], [-2.2328, -0.5473, -3.5469], [-0.9587, 0.6621, -3.8891], [-3.6207, 1.1890, -2.4726], [-3.8405, 1.0013, -4.9439], [-4.0480, 2.6837, -4.4268], [-2.5278, 2.1734, -5.1602]],
  "smiles": "C[C@@H]1CN(C(=O)c2ccc(COc3ccccc3Cl)o2)C[C@H](C)O1"
}


No. 5
{
  "formula": "C40H40N10O10",
  "method": "ωB97M-V/def2-TZVPD",
  "elements": ["C", "C", "N", "H", "H", "H", "C", "C", "N", "H", "H", "H", "C", "C", "N", "H", "H", "H", "C", "C", "N", "H", "H", "H", "C", "C", "N", "H", "H", "H", "C", "C", "C", "C", "C", "C", "N", "O", "O", "H", "H", "H", "H", "H", "C", "C", "C", "C", "C", "C", "N", "O", "O", "H", "H", "H", "H", "H", "C", "C", "C", "C", "C", "C", "N", "O", "O", "H", "H", "H", "H", "H", "C", "C", "C", "C", "C", "C", "N", "O", "O", "H", "H", "H", "H", "H", "C", "C", "C", "C", "C", "C", "N", "O", "O", "H", "H", "H", "H", "H"],
  "positions_angstrom": [[2.5175, 2.7023, -7.6499], [2.7618, 2.8467, -6.1689], [2.8993, 2.9741, -5.0444], [3.3815, 2.5262, -8.2907], [2.0402, 3.6252, -7.9792], [1.8528, 1.8662, -7.8675], [-2.2405, -7.6524, 0.4976], [-2.1130, -7.0210, -0.8200], [-1.9177, -6.4306, -1.8131], [-3.2201, -7.3912, 0.8980], [-1.4656, -7.3061, 1.1815], [-2.1918, -8.7196, 0.2811], [0.5149, -1.2188, -0.7156], [-0.1253, -0.7654, 0.5529], [-0.7095, -0.4962, 1.5183], [-0.3342, -1.3389, -1.3885], [0.9928, -2.1826, -0.5400], [1.2372, -0.4206, -0.8864], [-6.3144, -3.1567, -0.6888], [-6.7409, -4.4698, -1.0860], [-7.1453, -5.5066, -1.3302], [-6.5133, -3.0773, 0.3800], [-6.7787, -2.3108, -1.1956], [-5.2336, -3.1038, -0.8205], [-1.3294, -2.1015, -8.1621], [-2.1243, -3.3513, -8.2716], [-2.7840, -4.3463, -8.3149], [-1.8198, -1.1287, -8.1267], [-0.6242, -2.0532, -8.9918], [-0.6677, -2.1483, -7.2972], [2.3367, 8.1359, 2.6310], [1.8795, 6.9380, 1.9432], [2.7967, 5.8612, 1.9478], [4.0180, 5.9237, 2.6144], [4.4483, 7.1323, 3.1912], [3.5638, 8.2390, 3.2623], [4.8510, 4.6641, 2.8129], [4.6834, 3.7284, 2.0563], [5.5660, 4.6341, 3.8061], [1.6478, 8.9675, 2.6155], [0.8972, 6.8760, 1.4986], [2.4698, 4.8686, 1.6750], [5.4356, 7.2567, 3.6110], [3.7856, 9.1485, 3.8008], [-7.5590, 0.6361, 5.3551], [-8.2780, 1.6417, 5.9476], [-9.4167, 1.4340, 6.6742], [-9.7586, 0.0710, 6.8129], [-9.0924, -1.0135, 6.1297], [-7.8853, -0.7161, 5.5219], [-10.8440, -0.2463, 7.8024], [-11.4195, 0.7257, 8.2512], [-11.0421, -1.4441, 8.1704], [-6.6949, 0.9743, 4.8026], [-8.0979, 2.6825, 5.7227], [-10.0468, 2.2373, 7.0264], [-9.3953, -1.9757, 6.5153], [-7.3208, -1.5532, 5.1385], [4.1894, -1.6191, 6.9012], [5.3360, -1.3500, 7.6571], [5.2878, -1.8097, 8.9925], [4.2354, -2.5098, 9.4998], [3.1691, -2.8996, 8.6657], [3.0909, -2.2299, 7.4181], [4.2975, -2.7403, 10.9802], [3.2862, -3.1727, 11.5261], [5.3713, -2.5555, 11.5552], [3.8151, -0.9559, 6.1354], [6.2628, -0.9172, 7.3104], [6.0972, -1.5380, 9.6538], [2.4120, -3.5883, 9.0104], [2.3020, -2.5109, 6.7361], [-2.7247, 6.0372, -7.4306], [-2.1066, 6.4681, -6.2376], [-2.2267, 5.6617, -5.1514], [-2.8823, 4.4057, -5.1749], [-3.6837, 4.0582, -6.2342], [-3.5058, 4.8128, -7.4675], [-2.9903, 3.5868, -3.9047], [-2.6247, 4.2205, -2.8731], [-3.5336, 2.4963, -3.8463], [-2.7386, 6.6500, -8.3198], [-1.6771, 7.4530, -6.1283], [-1.7047, 5.9003, -4.2365], [-4.4213, 3.2701, -6.1990], [-4.0602, 4.5646, -8.3606], [6.0758, -3.2325, -4.7810], [7.0377, -3.3800, -3.7832], [8.0063, -4.3532, -3.9182], [8.1016, -5.1890, -5.0071], [7.0964, -5.0766, -5.9793], [6.1393, -4.0748, -5.8760], [9.1383, -6.1699, -5.2587], [9.7975, -6.4519, -4.2637], [9.2797, -6.6140, -6.3916], [5.3008, -2.4852, -4.8668], [7.0427, -2.8971, -2.8172], [8.7237, -4.4437, -3.1161], [7.1214, -5.6697, -6.8816], [5.5335, -3.8214, -6.7335]],
  "smiles": "O=[N+]([O-])c1ccccc1.O=[N+]([O-])c1ccccc1.O=[N+]([O-])c1ccccc1.O=[N+]([O-])c1ccccc1.O=[N+]([O-])c1ccccc1.CC#N.CC#N.CC#N.CC#N.CC#N"
}


No. 6
{
  "formula": "C2H4O2",
  "method": "ωB97M-V/def2-TZVPD",
  "elements": ["O", "C", "C", "O", "H", "H", "H", "H"],
  "positions_angstrom": [[-1.3437, 0.2722, -0.1800], [-0.3477, -0.6524, -0.0351], [1.2716, 0.5967, -0.0147], [0.7647, 1.6311, 0.2693], [-0.9955, 1.1208, 0.1717], [-0.2840, -1.1191, 0.9627], [-0.3935, -1.4075, -0.8276], [1.3282, -0.4418, -0.3463]]
}


no.,calculated total energy (eV)
1,-43035.346
2,-26164.165
3,-6335.826
4,-41192.698
5,-77485.059
6,-6229.294